No. 1
The following is a quantum chemistry calculation of C19H15AuBrIN4S as an isolated structure, from the OMol25 dataset.

## Properties
Kohn-Sham gap in eV: 7.27
Electronic energy in eV: -118577.26361
Net charge: 0
Energy relative to the best compared isomer or geometry (same formula, charge and spin) in eV: 0.237
HOMO level in eV: -7.51

```
42
Properties=species:S:1:pos:R:3:forces:R:3
Au -2.77318 1.40981 -1.13530 0.23 0.15 -0.10
N 0.03867 4.63800 -2.16648 -0.09 0.07 0.05
C -0.62200 3.48505 -1.92700 0.05 -0.16 -0.12
S -2.28588 3.70794 -1.44217 -0.43 -0.39 0.16
N 0.10033 2.39427 -2.11573 0.55 0.15 -0.11
N -0.55132 1.25198 -1.91731 -0.12 -0.18 0.03
C 0.00880 0.10141 -1.92212 0.08 0.33 -0.03
C 1.44231 -0.13336 -2.22868 0.04 0.01 -0.05
C 1.96727 0.36969 -3.41790 0.01 -0.06 0.03
C 3.29942 0.16331 -3.73827 -0.02 0.01 0.00
C 4.12307 -0.53415 -2.86634 0.05 0.00 -0.01
C 3.61271 -1.02187 -1.67231 0.05 -0.01 0.01
C 2.27783 -0.82487 -1.35434 -0.07 0.03 -0.02
C -0.90169 -1.02995 -1.61360 -0.18 -0.31 0.03
C -0.51906 -2.35032 -1.86322 -0.05 0.20 0.07
C -1.37817 -3.38719 -1.55133 -0.07 -0.03 0.01
C -2.60741 -3.10345 -0.97688 0.10 -0.01 0.01
C -2.93245 -1.77567 -0.77239 -0.01 -0.05 0.03
N -2.12017 -0.77115 -1.09354 -0.22 0.27 -0.08
H -0.39660 5.50697 -1.91654 0.06 0.01 0.00
H 1.03182 4.59481 -2.32022 -0.01 -0.04 -0.01
H 1.32107 0.92609 -4.08261 0.01 0.00 -0.02
H 3.69621 0.55084 -4.66786 0.00 0.00 0.00
H 5.16489 -0.69293 -3.11457 -0.01 0.00 0.00
H 4.25957 -1.55338 -0.98595 -0.02 0.00 0.01
H 1.88584 -1.19838 -0.41558 -0.02 0.00 -0.01
H 0.44360 -2.54219 -2.31118 0.05 -0.02 0.00
H -1.09286 -4.41061 -1.75798 0.02 0.01 0.02
H -3.29743 -3.88471 -0.69306 -0.02 0.01 -0.01
H -3.87629 -1.49477 -0.32315 0.00 -0.01 -0.04
Br 0.30761 -1.31829 2.25466 0.01 -0.01 0.10
C -0.31859 -0.45356 3.82526 -0.10 0.07 -0.08
C 0.15745 -0.89712 5.05023 0.03 -0.04 0.00
C -0.29535 -0.30801 6.21920 0.03 0.00 0.03
C -1.22599 0.71776 6.16572 -0.04 0.02 0.02
C -1.69604 1.16307 4.94111 0.01 0.02 -0.01
C -1.24050 0.58681 3.76260 -0.04 0.00 -0.39
I -1.95878 1.33307 1.92204 0.14 -0.03 0.49
H 0.87791 -1.70261 5.08514 0.00 0.00 -0.02
H 0.08362 -0.65331 7.17206 -0.01 -0.01 -0.01
H -1.59073 1.17557 7.07584 0.02 0.00 0.00
H -2.41954 1.96540 4.88974 0.01 0.00 0.02
```
Positions in Å, forces in eV/Å.

Taken from the Mulliken analysis, the atomic charges in e are:
1. Au 0.28
2. N -0.42
3. C 0.56
4. S -0.52
5. N -0.99
6. N 0.35
7. C -0.07
8. C 0.20
9. C -0.24
10. C -0.71
11. C -0.38
12. C -0.73
13. C 0.23
14. C 0.44
15. C -0.44
16. C -0.54
17. C -0.59
18. C -0.25
19. N -0.29
20. H 0.18
21. H 0.24
22. H 0.45
23. H 0.38
24. H 0.38
25. H 0.40
26. H 0.30
27. H 0.47
28. H 0.44
29. H 0.41
30. H 0.40
31. Br -0.15
32. C 0.46
33. C -0.49
34. C -0.46
35. C -0.56
36. C -0.50
37. C -0.02
38. I 0.29
39. H 0.38
40. H 0.35
41. H 0.36
42. H 0.37

---

No. 2
The following is a quantum chemistry calculation of one molecule with the formula C3H7F, from the OMol25 dataset.

## Properties
Kohn-Sham gap in eV: 11.71
Electronic energy in eV: -5939.48262
Net charge: 0
Energy relative to the best compared isomer or geometry (same formula, charge and spin) in eV: 2.454
HOMO level in eV: -10.67
SMILES: CCCF

```
11
Properties=species:S:1:pos:R:3:forces:R:3
C 1.81806 -0.38162 0.19428 -1.14 1.36 1.00
C 0.55918 0.44838 -0.36554 2.81 -0.49 -1.06
C -0.84109 0.55882 0.27405 -1.81 0.95 1.30
H 1.42454 -1.37440 0.51707 0.89 0.30 -0.86
H 2.67400 -0.28762 -0.59865 -1.67 -0.66 1.75
H 2.06059 0.10808 1.16349 0.64 -0.30 -0.68
H 1.08541 1.56992 -0.58666 -2.07 -3.10 0.04
H 0.41117 -0.31708 -1.25719 -0.43 2.69 0.84
H -1.15837 1.63789 -0.07358 -0.50 -2.48 -0.35
H -1.32450 0.61230 1.36739 2.61 -0.21 -1.58
F -1.59886 -0.63362 -0.12762 0.68 1.94 -0.40
```
Positions in Å, forces in eV/Å.

Taken from the Mulliken analysis, the atomic charges in e are:
1. C -1.04
2. C -0.35
3. C -0.13
4. H 0.33
5. H 0.28
6. H 0.29
7. H 0.26
8. H 0.21
9. H 0.19
10. H 0.25
11. F -0.30

---

No. 3
The following is a quantum chemistry calculation of C10H14Cl2IrNO8P2 as an isolated structure, from the OMol25 dataset.

## Properties
Kohn-Sham gap (spin up / spin down) in eV: 7.79 / 7.22
Electronic energy in eV: -74934.68390
Spin multiplicity: 6
Net charge: -1
Energy relative to the best compared isomer or geometry (same formula, charge and spin) in eV: 0.212
HOMO level (spin up / spin down) in eV: -5.14 / -6.11
⟨S²⟩: 8.7963

```
38
Properties=species:S:1:pos:R:3:forces:R:3
Ir 0.48460 0.25221 0.59990 0.13 -0.43 0.16
O 1.22287 4.34562 0.93058 -0.06 0.13 -0.15
P 0.28622 3.17698 1.56400 0.04 -0.19 -0.04
O -0.70939 3.75819 2.47046 0.00 0.05 0.00
O -0.16956 2.30010 0.38453 0.10 0.05 0.25
O 1.38165 2.28487 2.34389 0.11 0.29 0.09
P 2.82110 1.63663 1.86008 -0.28 -0.08 -0.01
O 3.01312 2.28971 0.40342 0.13 0.13 -0.03
O 3.87086 1.97096 2.82247 0.05 -0.07 0.02
O 2.45941 0.17980 1.54750 -0.09 0.36 -0.15
H 0.82206 5.20223 1.11861 0.04 -0.11 0.09
H 2.99493 3.25822 0.42756 -0.03 -0.12 0.03
C -2.73479 -1.27370 1.45275 -0.07 -0.08 -0.04
C -1.40331 -1.70556 2.05758 0.03 0.42 0.05
C -0.78785 -2.84319 1.25448 0.00 -0.07 -0.03
C -1.56526 -2.11007 3.52049 -0.11 -0.06 -0.03
O -0.54504 -0.56864 2.07209 0.01 -0.29 0.06
H -3.44999 -2.09920 1.44750 -0.03 -0.02 0.01
H -2.58545 -0.93836 0.42472 0.03 0.00 -0.01
H -3.15429 -0.44643 2.02470 0.01 0.02 0.03
H -1.45520 -3.70753 1.25721 0.00 -0.04 0.02
H 0.16835 -3.14066 1.68650 0.04 0.02 0.01
H -0.62552 -2.54438 0.21881 -0.01 0.05 -0.02
H -2.23306 -2.96969 3.61659 -0.01 -0.01 0.00
H -1.97841 -1.27923 4.09153 -0.01 0.03 0.00
H -0.59659 -2.36849 3.94739 0.04 0.00 -0.02
Cl 2.87261 -0.57823 -2.04143 -0.06 0.02 -0.01
C 1.48543 -0.37856 -3.05370 0.35 0.03 -0.27
C 1.65433 -0.30905 -4.42457 -0.03 -0.01 0.10
C 0.55083 -0.15434 -5.25194 0.00 0.00 0.01
C -0.72452 -0.07117 -4.70406 0.05 0.01 0.04
C -0.88259 -0.13315 -3.33603 -0.16 -0.02 -0.16
Cl -2.47692 -0.03017 -2.66489 0.05 0.00 0.00
C 0.21347 -0.27472 -2.45140 -0.20 -0.18 0.49
N 0.03377 -0.30899 -1.12623 -0.05 0.21 -0.45
H 2.65220 -0.37242 -4.83453 0.02 -0.02 -0.01
H 0.68501 -0.09694 -6.32335 -0.01 0.00 -0.02
H -1.59510 0.04735 -5.33322 -0.02 0.00 -0.01
```
Positions in Å, forces in eV/Å.

Taken from the Mulliken analysis, the atomic charges in e are:
1. Ir 1.75
2. O -0.58
3. P 0.89
4. O -0.72
5. O -0.61
6. O -0.24
7. P 0.90
8. O -0.41
9. O -0.77
10. O -0.77
11. H 0.30
12. H 0.31
13. C -1.35
14. C 1.78
15. C -1.58
16. C -1.81
17. O -1.02
18. H 0.42
19. H 0.14
20. H 0.37
21. H 0.43
22. H 0.35
23. H 0.27
24. H 0.39
25. H 0.41
26. H 0.40
27. Cl -0.19
28. C 0.93
29. C -0.73
30. C -0.25
31. C -0.69
32. C 0.82
33. Cl -0.22
34. C -0.71
35. N -0.32
36. H 0.40
37. H 0.34
38. H 0.39

---

No. 4
The following is a quantum chemistry calculation of a 2-piece molecular cluster, C3H9NO overall, from the OMol25 dataset.

## Properties
Kohn-Sham gap (spin up / spin down) in eV: 9.69 / 5.36
Electronic energy in eV: -6784.62119
Spin multiplicity: 2
Net charge: +1
Energy relative to the best compared isomer or geometry (same formula, charge and spin) in eV: 1.688
HOMO level (spin up / spin down) in eV: -14.31 / -14.06
⟨S²⟩: 0.7551

```
14
Properties=species:S:1:pos:R:3:forces:R:3
C 0.82608 -0.78501 1.18766 0.79 -0.83 0.18
C 0.83096 -0.34480 -0.20682 1.95 0.94 1.15
C 0.04856 -0.89113 -1.17636 0.25 0.42 -4.44
O 0.18213 -0.46498 -2.52366 -0.13 -0.86 5.16
H 0.75340 0.06886 1.86371 -0.07 0.16 0.06
H 0.10785 -1.56107 1.42915 -0.29 0.10 -0.03
H 1.83835 -1.22765 1.43925 -0.66 0.52 -0.38
H 1.59783 0.41762 -0.44391 -0.71 -0.32 -0.24
H -0.58324 -1.74735 -0.95900 -0.34 0.21 -0.25
H -0.56469 -0.87977 -2.94093 -0.66 -0.46 -1.21
N -1.07870 2.02575 0.73746 -1.20 -3.55 3.10
H -0.63182 1.17622 0.35758 -0.29 0.84 0.08
H -1.97661 1.62148 1.23164 2.19 1.37 -1.32
H -1.35009 2.59183 0.00423 -0.83 1.46 -1.86
```
Positions in Å, forces in eV/Å.

Taken from the Mulliken analysis, the atomic charges in e are:
1. C -1.00
2. C -0.19
3. C 0.21
4. O -0.31
5. H 0.39
6. H 0.37
7. H 0.36
8. H 0.35
9. H 0.35
10. H 0.38
11. N -0.62
12. H 0.17
13. H 0.29
14. H 0.26

---

No. 5
The following is a quantum chemistry calculation of C2H10BClCoO2 as an isolated structure, from the OMol25 dataset.

## Properties
Kohn-Sham gap (spin up / spin down) in eV: 8.19 / 7.69
Electronic energy in eV: -57147.32637
Spin multiplicity: 4
Net charge: 0
HOMO level (spin up / spin down) in eV: -9.03 / -9.21
⟨S²⟩: 3.7641

```
17
Properties=species:S:1:pos:R:3:forces:R:3
Co 2.06271 -1.51128 -0.64811 10.80 -3.83 3.05
B 1.22949 -1.93372 -2.03870 -3.38 -2.77 -7.11
H 1.98455 -1.16326 -2.01641 3.32 4.51 -3.31
H 0.51244 -1.70333 -2.81135 -2.19 0.57 -2.61
H 1.70823 -2.89698 -2.12348 1.94 -3.87 -0.18
H 0.68849 -1.83426 -1.11044 -4.06 -1.31 1.72
Cl 0.84246 -0.64243 0.33917 -1.29 2.76 7.16
C -1.13510 1.32389 1.88817 -0.32 0.74 -1.08
C -1.12955 1.69027 0.35304 -0.13 -0.88 2.20
O -1.23465 0.48901 -0.37529 -2.00 1.29 -1.01
O 0.05509 0.72322 2.33359 -0.39 0.99 0.98
H -1.96720 0.62679 1.98690 -0.32 0.12 0.37
H -1.26602 2.23590 2.47058 -0.25 -0.07 0.12
H -0.18876 2.21464 0.18554 -0.05 0.35 -0.49
H -2.02704 2.28404 0.17970 0.26 0.21 -0.31
H -0.39404 0.03512 -0.28065 -1.69 0.83 -1.19
H 0.25890 0.06238 1.66774 -0.26 0.36 1.69
```
Positions in Å, forces in eV/Å.

Taken from the Mulliken analysis, the atomic charges in e are:
1. Co 0.25
2. B -0.27
3. H 0.24
4. H -0.07
5. H -0.09
6. H 0.18
7. Cl -0.48
8. C -0.36
9. C -0.53
10. O -0.62
11. O -0.61
12. H 0.24
13. H 0.36
14. H 0.25
15. H 0.35
16. H 0.53
17. H 0.62

---

The records above give, respectively, max |F| values of 0.6, 3.7, 0.6, 5.2, 11.9 eV Å⁻¹.